Arrangement i

Entry from the Open Molecules 2025 dataset: a 2-piece molecular cluster, C9H14 overall (ωB97M-V with the def2-TZVPD basis set).

Each line ends with the Löwdin charge.
Geometry (Å):
C1 -1.506 -0.982 1.914  -0.0563
C2 -0.187 -0.338 1.591  -0.2811
C3 -0.153 0.939 1.037  -0.0677
C4 1.022 1.451 0.514  -0.1193
C5 2.168 0.666 0.476  -0.0991
C6 2.175 -0.558 1.133  -0.0863
C7 1.008 -1.067 1.684  -0.0518
H1 -1.358 -1.909 2.466  0.0712
H2 -2.054 -1.240 1.005  0.0723
H3 -2.120 -0.405 2.605  0.0791
H4 -1.089 1.490 0.988  0.1183
H5 1.100 2.432 0.073  0.1041
H6 3.078 1.070 0.051  0.1016
H7 3.068 -1.169 1.178  0.1000
H8 1.059 -1.862 2.416  0.1072
C8 -0.072 0.423 -2.506  -0.1603
C9 -1.448 -0.108 -2.182  -0.1536
H9 -0.136 1.010 -3.427  0.0628
H10 0.389 1.050 -1.751  0.0272
H11 0.704 -0.246 -2.881  0.0659
H12 -1.738 -0.313 -1.156  0.0337
H13 -1.738 -0.993 -2.759  0.0672
H14 -2.173 0.659 -2.471  0.0646

Summary:
E_LUMO = 1.08 eV

Arrangement ii

Entry from the Open Molecules 2025 dataset: a 2-piece molecular cluster, C9H14 overall (ωB97M-V with the def2-TZVPD basis set).

Each line ends with the Löwdin charge.
Geometry (Å):
C1 -1.399 2.593 1.163  -0.0734
C2 -1.033 1.171 0.899  -0.2876
C3 -0.685 0.350 2.014  -0.0455
C4 -0.298 -0.960 1.835  -0.0696
C5 -0.533 -1.492 0.548  -0.1077
C6 -0.746 -0.669 -0.526  -0.1299
C7 -0.963 0.709 -0.399  -0.0366
H1 -2.488 2.840 1.040  0.0942
H2 -0.720 3.245 0.635  0.0787
H3 -1.556 2.806 2.232  0.0715
H4 -0.757 0.867 2.961  0.1005
H5 0.005 -1.673 2.583  0.0983
H6 -0.476 -2.571 0.499  0.1045
H7 -0.843 -1.136 -1.492  0.0987
H8 -1.123 1.342 -1.258  0.1145
C8 1.901 -1.551 -2.147  -0.1625
C9 2.666 -0.233 -2.308  -0.1636
H9 1.483 -1.844 -3.104  0.0631
H10 2.654 -2.215 -1.694  0.0727
H11 1.048 -1.556 -1.466  0.0034
H12 2.133 0.676 -2.005  0.0578
H13 3.041 -0.226 -3.348  0.0667
H14 3.571 -0.235 -1.704  0.0521

Summary:
E_LUMO = 1.01 eV

Arrangement iii

Entry from the Open Molecules 2025 dataset: a 2-piece molecular cluster, C9H14 overall (ωB97M-V with the def2-TZVPD basis set).

Each line ends with the Löwdin charge.
Geometry (Å):
C1 -2.466 0.756 0.952  -0.0660
C2 -1.571 0.226 -0.119  -0.2909
C3 -1.183 1.040 -1.174  -0.0703
C4 -0.509 0.520 -2.268  -0.1036
C5 -0.132 -0.808 -2.355  -0.0902
C6 -0.586 -1.657 -1.323  -0.0980
C7 -1.354 -1.175 -0.283  -0.0648
H1 -3.537 0.674 0.780  0.0765
H2 -2.243 1.835 1.033  0.0822
H3 -2.457 0.246 1.932  0.0825
H4 -1.483 2.073 -1.164  0.1063
H5 -0.287 1.241 -3.078  0.1107
H6 0.588 -1.226 -3.055  0.1011
H7 -0.310 -2.708 -1.239  0.1018
H8 -1.601 -1.800 0.567  0.1063
C8 1.812 0.375 0.940  -0.1618
C9 3.007 -0.187 1.799  -0.1490
H9 2.006 0.242 -0.140  0.0612
H10 0.901 -0.147 1.192  0.0397
H11 1.746 1.461 1.023  0.0583
H12 3.219 0.660 2.485  0.0669
H13 3.862 -0.554 1.247  0.0479
H14 2.579 -1.086 2.249  0.0532

Summary:
E_LUMO = 0.98 eV

Most stable to least stable: arrangement i, arrangement iii, arrangement ii

Arrangement i

Entry from the Open Molecules 2025 dataset: a 2-piece molecular cluster, C9H14 overall (ωB97M-V with the def2-TZVPD basis set).

Each line ends with the Löwdin charge.
Geometry (Å):
C1 -0.016 2.750 0.059  -0.0373
C2 0.419 1.378 -0.587  -0.2536
C3 -0.501 0.501 -1.260  -0.0704
C4 0.116 -0.623 -1.887  -0.1092
C5 1.332 -1.091 -1.348  -0.1551
C6 2.193 -0.271 -0.642  -0.0826
C7 1.714 1.013 -0.216  -0.0718
H1 -1.027 3.091 -0.228  0.0813
H2 0.503 3.499 -0.491  0.0595
H3 0.272 2.603 1.052  0.0511
H4 -1.494 0.747 -1.460  0.0870
H5 -0.648 -1.268 -2.485  0.1364
H6 1.637 -2.027 -1.742  0.0857
H7 3.269 -0.798 -0.580  0.1475
H8 2.361 1.664 0.333  0.0995
C8 -0.686 -1.495 0.919  -0.1567
C9 -1.851 -1.336 1.920  -0.1518
H9 -0.110 -0.540 1.058  0.0744
H10 -0.060 -2.266 1.075  0.0244
H11 -1.129 -1.457 -0.132  0.0704
H12 -2.675 -2.139 1.834  0.0917
H13 -2.138 -0.324 1.922  0.0392
H14 -1.481 -1.611 2.884  0.0404

Summary:
E_LUMO = 1.00 eV

Arrangement ii

Entry from the Open Molecules 2025 dataset: a 2-piece molecular cluster, C9H14 overall (ωB97M-V with the def2-TZVPD basis set).

Each line ends with the Löwdin charge.
Geometry (Å):
C1 0.346 -4.005 -0.269  -0.0551
C2 -0.237 -2.645 0.030  -0.2795
C3 -1.388 -2.403 0.781  -0.0593
C4 -1.856 -1.123 1.008  -0.0877
C5 -1.220 -0.001 0.460  -0.0910
C6 -0.074 -0.243 -0.246  -0.1011
C7 0.448 -1.528 -0.441  -0.0509
H1 -0.402 -4.799 -0.252  0.0740
H2 1.057 -4.298 0.510  0.0825
H3 0.858 -4.008 -1.226  0.0737
H4 -1.851 -3.307 1.168  0.1091
H5 -2.712 -0.987 1.659  0.0998
H6 -1.661 0.968 0.637  0.0962
H7 0.482 0.529 -0.762  0.0819
H8 1.372 -1.598 -0.995  0.1068
C8 0.132 3.473 -0.217  -0.1749
C9 1.577 3.922 -0.325  -0.1669
H9 -0.661 4.081 -0.662  0.0661
H10 -0.013 2.489 -0.652  0.0243
H11 -0.160 3.468 0.837  0.0679
H12 2.252 3.082 -0.130  0.0624
H13 1.798 4.699 0.404  0.0605
H14 1.913 4.232 -1.316  0.0612

Summary:
E_LUMO = 1.01 eV

Most stable to least stable: arrangement ii, arrangement i

Arrangement i

Entry from the Open Molecules 2025 dataset: a 2-piece molecular cluster, C9H14 overall (ωB97M-V with the def2-TZVPD basis set).

Each line ends with the Löwdin charge.
Geometry (Å):
C1 2.446 1.665 -1.227  -0.0656
C2 1.104 0.985 -1.266  -0.2855
C3 1.168 -0.381 -1.056  -0.0807
C4 0.087 -1.189 -1.367  -0.0865
C5 -1.058 -0.468 -1.689  -0.1271
C6 -1.172 0.900 -1.895  -0.0789
C7 -0.073 1.750 -1.579  -0.0032
H1 2.341 2.142 -0.332  0.0459
H2 2.452 2.485 -1.966  0.0812
H3 3.319 1.021 -1.541  0.1056
H4 2.153 -0.774 -0.782  0.1128
H5 0.079 -2.249 -1.218  0.1017
H6 -1.940 -1.068 -1.842  0.0947
H7 -2.116 1.229 -2.122  0.0676
H8 -0.121 2.804 -1.883  0.1109
C8 -1.348 -0.695 3.360  -0.1424
C9 -0.710 -1.545 2.187  -0.1409
H9 -2.400 -0.605 3.244  0.0312
H10 -1.349 -1.156 4.307  0.0355
H11 -1.074 0.399 3.231  0.0857
H12 0.284 -1.340 2.031  0.0121
H13 -1.169 -1.311 1.141  0.0789
H14 -0.902 -2.599 2.266  0.0472

Summary:
E_LUMO = 1.04 eV

Arrangement ii

Entry from the Open Molecules 2025 dataset: a 2-piece molecular cluster, C9H14 overall (ωB97M-V with the def2-TZVPD basis set).

Each line ends with the Löwdin charge.
Geometry (Å):
C1 -0.810 2.349 -1.433  -0.0614
C2 -0.983 1.302 -0.375  -0.2842
C3 -1.839 0.229 -0.574  -0.0613
C4 -1.965 -0.760 0.381  -0.0918
C5 -1.276 -0.655 1.578  -0.1040
C6 -0.355 0.372 1.762  -0.0953
C7 -0.233 1.358 0.806  -0.0560
H1 -0.552 1.890 -2.388  0.0802
H2 -0.006 3.059 -1.249  0.0716
H3 -1.702 2.965 -1.557  0.0809
H4 -2.542 0.328 -1.394  0.1137
H5 -2.604 -1.624 0.238  0.1017
H6 -1.536 -1.286 2.416  0.0987
H7 0.140 0.457 2.725  0.1022
H8 0.493 2.151 0.922  0.1055
C8 3.515 -1.260 -0.739  -0.1763
C9 2.444 -2.344 -0.608  -0.1667
H9 3.841 -0.879 0.231  0.0571
H10 4.422 -1.642 -1.203  0.0559
H11 3.156 -0.395 -1.298  0.0577
H12 1.709 -2.062 0.152  0.0529
H13 1.830 -2.386 -1.514  0.0600
H14 2.896 -3.318 -0.440  0.0589

Summary:
E_LUMO = 0.97 eV

Arrangement iii

Entry from the Open Molecules 2025 dataset: a 2-piece molecular cluster, C9H14 overall (ωB97M-V with the def2-TZVPD basis set).

Each line ends with the Löwdin charge.
Geometry (Å):
C1 -2.492 -0.659 0.780  -0.1012
C2 -1.606 0.248 0.184  -0.3562
C3 -1.590 0.262 -1.250  -0.0315
C4 -0.852 1.182 -2.048  -0.0450
C5 -0.062 2.136 -1.283  -0.1029
C6 -0.103 2.154 0.108  -0.0987
C7 -0.821 1.153 0.826  -0.0700
H1 -2.987 -0.393 1.800  0.1223
H2 -1.974 -1.642 0.932  0.0992
H3 -3.321 -1.083 0.226  0.0741
H4 -2.157 -0.478 -1.800  0.0992
H5 -0.712 1.299 -3.097  0.0812
H6 0.506 2.931 -1.785  0.0944
H7 0.258 3.053 0.637  0.1044
H8 -0.850 1.289 1.949  0.1308
C8 2.876 -1.174 -0.056  -0.1609
C9 1.835 -1.644 0.998  -0.1737
H9 2.525 -1.525 -1.072  0.0683
H10 2.888 0.038 -0.078  0.1044
H11 3.848 -1.551 0.186  0.0319
H12 1.170 -0.978 1.455  0.0200
H13 1.257 -2.412 0.570  0.0329
H14 2.365 -2.208 1.818  0.0771

Summary:
E_LUMO = 1.01 eV

Arrangement iv

Entry from the Open Molecules 2025 dataset: a 2-piece molecular cluster, C9H14 overall (ωB97M-V with the def2-TZVPD basis set).

Each line ends with the Löwdin charge.
Geometry (Å):
C1 0.834 2.688 -1.587  -0.0732
C2 1.176 1.468 -0.757  -0.3086
C3 2.057 0.579 -1.273  -0.0894
C4 2.402 -0.562 -0.593  -0.0836
C5 1.730 -0.929 0.572  -0.0755
C6 0.620 -0.135 0.878  -0.1260
C7 0.371 1.110 0.319  -0.0460
H1 0.767 3.631 -1.003  0.0745
H2 -0.008 2.452 -2.325  0.1022
H3 1.766 3.028 -2.236  0.1049
H4 2.192 0.586 -2.312  0.1039
H5 3.210 -1.187 -0.948  0.1018
H6 1.899 -1.847 1.098  0.0956
H7 0.002 -0.402 1.863  0.1175
H8 -0.484 1.675 0.650  0.1106
C8 -2.299 -1.217 1.628  -0.1981
C9 -2.346 -1.817 0.253  -0.1624
H9 -2.740 -1.795 2.412  0.0520
H10 -1.249 -1.392 1.916  0.0216
H11 -2.572 -0.134 1.760  0.0948
H12 -3.334 -1.435 -0.166  0.0863
H13 -2.543 -2.864 0.076  0.0597
H14 -1.452 -1.499 -0.226  0.0375

Summary:
E_LUMO = 1.01 eV

Most stable to least stable: arrangement ii, arrangement iii, arrangement i, arrangement iv

Arrangement i

Entry from the Open Molecules 2025 dataset: a 2-piece molecular cluster, C9H14 overall (ωB97M-V with the def2-TZVPD basis set).

Each line ends with the Löwdin charge.
Geometry (Å):
C1 -0.995 2.638 2.354  -0.0823
C2 -1.142 1.877 1.077  -0.3088
C3 -1.649 0.592 1.140  -0.0608
C4 -1.628 -0.214 0.009  -0.0916
C5 -1.281 0.380 -1.186  -0.1358
C6 -0.915 1.694 -1.330  -0.0749
C7 -0.718 2.445 -0.124  -0.0308
H1 -1.910 2.453 3.002  0.0914
H2 -1.050 3.722 2.313  0.0639
H3 -0.146 2.521 3.050  0.0830
H4 -2.260 0.282 2.075  0.1428
H5 -1.653 -1.271 -0.043  0.0912
H6 -1.445 -0.171 -2.127  0.1089
H7 -0.651 2.224 -2.247  0.1023
H8 -0.407 3.472 -0.113  0.1002
C8 2.020 -2.509 -1.620  -0.1864
C9 2.482 -2.999 -0.276  -0.1845
H9 1.884 -3.405 -2.353  0.0891
H10 0.973 -2.202 -1.702  0.0478
H11 2.738 -1.921 -2.185  0.0549
H12 3.453 -3.478 -0.209  0.0579
H13 1.792 -3.842 -0.019  0.0774
H14 2.508 -2.287 0.512  0.0450

Summary:
E_LUMO = 0.99 eV

Arrangement ii

Entry from the Open Molecules 2025 dataset: a 2-piece molecular cluster, C9H14 overall (ωB97M-V with the def2-TZVPD basis set).

Each line ends with the Löwdin charge.
Geometry (Å):
C1 2.336 -2.355 0.912  -0.0838
C2 1.078 -1.755 1.493  -0.2708
C3 -0.011 -2.652 1.600  -0.0298
C4 -1.331 -1.998 1.824  -0.0652
C5 -1.396 -0.579 1.800  -0.1064
C6 -0.242 0.188 1.456  -0.1113
C7 1.015 -0.358 1.270  -0.0627
H1 2.102 -3.325 0.499  0.0609
H2 3.046 -2.471 1.749  0.0880
H3 2.764 -1.983 -0.001  0.0714
H4 -0.096 -3.732 1.473  0.1019
H5 -2.095 -2.751 2.068  0.0912
H6 -2.309 -0.018 2.099  0.1001
H7 -0.445 1.251 0.978  0.1316
H8 1.829 0.254 1.085  0.0877
C8 -0.034 2.657 -2.809  -0.1061
C9 -1.520 2.879 -2.316  -0.1172
H9 0.434 2.245 -2.036  0.0080
H10 0.135 2.114 -3.669  0.0428
H11 0.233 3.639 -2.982  0.0391
H12 -1.924 1.920 -2.290  0.0350
H13 -2.089 3.518 -2.889  0.0287
H14 -1.480 3.309 -1.313  0.0670

Summary:
E_LUMO = 0.93 eV

Most stable to least stable: arrangement i, arrangement ii

Arrangement i

Entry from the Open Molecules 2025 dataset: a 2-piece molecular cluster, C9H14 overall (ωB97M-V with the def2-TZVPD basis set).

Each line ends with the Löwdin charge.
Geometry (Å):
C1 -2.032 0.171 2.462  -0.0852
C2 -1.347 0.713 1.284  -0.3335
C3 -2.097 1.180 0.211  -0.0356
C4 -1.487 1.551 -1.026  -0.0489
C5 -0.089 1.619 -1.052  -0.0894
C6 0.648 1.230 0.096  -0.1168
C7 0.056 0.783 1.284  -0.0429
H1 -3.146 -0.036 2.357  0.0925
H2 -1.934 0.895 3.266  0.0738
H3 -1.522 -0.876 2.708  0.1253
H4 -3.178 1.312 0.297  0.1088
H5 -1.973 1.714 -1.895  0.0605
H6 0.511 1.904 -1.870  0.0876
H7 1.683 1.418 0.127  0.0857
H8 0.687 0.281 2.052  0.1265
C8 1.174 -1.621 -1.585  -0.1562
C9 2.606 -1.862 -1.067  -0.1687
H9 0.744 -0.786 -1.086  0.0020
H10 1.091 -1.363 -2.628  0.0568
H11 0.585 -2.543 -1.449  0.0704
H12 2.827 -1.237 -0.226  0.0205
H13 2.744 -2.978 -0.614  0.1146
H14 3.446 -1.468 -1.644  0.0521

Summary:
E_LUMO = 1.04 eV

Arrangement ii

Entry from the Open Molecules 2025 dataset: a 2-piece molecular cluster, C9H14 overall (ωB97M-V with the def2-TZVPD basis set).

Each line ends with the Löwdin charge.
Geometry (Å):
C1 -0.488 0.231 2.165  -0.0824
C2 0.267 -0.393 1.085  -0.2859
C3 1.484 -1.006 1.426  -0.0578
C4 2.271 -1.604 0.480  -0.0903
C5 1.844 -1.636 -0.855  -0.0958
C6 0.659 -1.001 -1.143  -0.1016
C7 -0.225 -0.422 -0.219  -0.0333
H1 -1.393 -0.340 2.512  0.0945
H2 -1.190 1.072 2.036  0.0813
H3 0.021 0.268 3.134  0.0766
H4 1.768 -1.018 2.476  0.1114
H5 3.139 -2.225 0.696  0.1046
H6 2.425 -2.041 -1.666  0.0972
H7 0.326 -0.965 -2.187  0.1044
H8 -1.141 -0.092 -0.681  0.0701
C8 -1.625 2.760 -1.109  -0.1450
C9 -2.693 1.720 -1.528  -0.1904
H9 -2.111 3.547 -0.555  0.0617
H10 -0.776 2.241 -0.660  0.0465
H11 -1.276 2.991 -2.114  0.0626
H12 -3.111 1.174 -0.651  0.0658
H13 -3.430 2.185 -2.184  0.0647
H14 -2.268 0.820 -1.983  0.0412

Summary:
E_LUMO = 1.02 eV

Arrangement iii

Entry from the Open Molecules 2025 dataset: a 2-piece molecular cluster, C9H14 overall (ωB97M-V with the def2-TZVPD basis set).

Each line ends with the Löwdin charge.
Geometry (Å):
C1 0.902 1.368 -1.523  -0.0616
C2 1.057 0.444 -0.350  -0.2979
C3 1.193 0.941 0.942  -0.0570
C4 1.629 0.112 1.963  -0.0925
C5 1.719 -1.259 1.776  -0.0946
C6 1.482 -1.768 0.503  -0.0924
C7 1.116 -0.943 -0.540  -0.0807
H1 0.290 2.249 -1.343  0.0719
H2 0.480 0.796 -2.354  0.0764
H3 1.873 1.675 -1.920  0.0838
H4 1.025 1.989 1.163  0.1116
H5 1.818 0.518 2.950  0.1007
H6 1.895 -1.932 2.604  0.0994
H7 1.644 -2.829 0.336  0.1030
H8 1.047 -1.264 -1.572  0.1120
C8 -2.218 -0.709 -0.081  -0.1638
C9 -2.639 0.648 -0.620  -0.1563
H9 -1.513 -0.625 0.751  0.0600
H10 -3.066 -1.344 0.126  0.0602
H11 -1.535 -1.213 -0.776  0.0502
H12 -3.146 1.196 0.189  0.0657
H13 -1.771 1.304 -0.729  0.0389
H14 -3.284 0.643 -1.493  0.0630

Summary:
E_LUMO = 1.04 eV

Most stable to least stable: arrangement iii, arrangement ii, arrangement i